1.
C24H56CdO13S9Tl | ωB97M-V/def2-TZVPD

The geometry in XYZ format:
```
104
Properties=species:S:1:pos:R:3:lowdin_charge:R:1
Cd -0.059 7.536 1.123 0.77
Tl 4.550 -6.449 3.126 0.99
C 0.473 0.634 0.748 0.16
C 0.773 -0.811 0.794 -0.26
C -0.328 -1.819 0.497 -0.26
O -0.149 -3.050 0.625 0.12
C -1.721 -1.317 0.184 0.24
C -1.917 0.070 0.213 -0.23
C -0.762 1.044 0.444 -0.37
O -0.960 2.270 0.301 0.10
O -3.193 0.371 0.270 0.11
O 1.904 -1.326 1.026 0.09
H 1.169 1.415 1.018 0.15
H -2.461 -2.103 0.142 0.15
C 8.924 -3.417 -3.280 -0.25
S 7.618 -4.767 -3.442 0.86
O 7.189 -5.232 -2.060 -0.61
C 6.325 -3.504 -3.748 -0.28
H 9.022 -3.021 -4.290 0.05
H 9.869 -3.776 -2.873 0.05
H 8.648 -2.640 -2.567 0.05
H 5.354 -3.943 -3.516 0.05
H 6.485 -3.070 -4.735 0.05
H 6.475 -2.615 -3.134 0.04
C 2.279 -11.899 -3.345 -0.23
S 1.318 -10.668 -2.302 0.85
O 2.338 -9.841 -1.533 -0.59
C 0.887 -9.600 -3.769 -0.24
H 2.854 -12.612 -2.755 0.05
H 2.890 -11.326 -4.043 0.05
H 1.513 -12.504 -3.830 0.05
H 0.403 -8.707 -3.374 0.05
H 0.307 -10.205 -4.466 0.05
H 1.876 -9.400 -4.181 0.04
C 1.740 4.419 -5.964 -0.24
S 2.081 6.132 -6.686 0.88
O 3.485 6.256 -7.225 -0.51
C 0.933 5.878 -8.127 -0.24
H 2.726 3.966 -5.861 0.04
H 1.050 3.736 -6.459 0.05
H 1.524 4.455 -4.896 0.03
H -0.105 5.905 -7.793 0.06
H 1.149 4.974 -8.695 0.06
H 1.250 6.718 -8.746 0.05
C -7.273 8.520 1.120 -0.22
S -5.919 9.526 1.923 0.91
O -4.618 8.822 1.460 -0.55
C -6.054 11.142 1.059 -0.23
H -8.278 8.807 1.430 0.06
H -7.093 7.457 1.281 0.06
H -7.285 8.674 0.041 0.06
H -5.418 11.877 1.555 0.06
H -7.069 11.537 1.037 0.07
H -5.692 10.904 0.059 0.06
C 5.790 1.668 6.600 -0.23
S 6.898 0.245 5.925 0.88
O 5.897 -0.945 5.719 -0.63
C 7.146 0.997 4.222 -0.26
H 5.413 1.386 7.583 0.04
H 4.976 1.924 5.922 0.04
H 6.342 2.604 6.689 0.04
H 7.726 1.854 4.565 0.03
H 6.267 1.307 3.657 0.05
H 7.749 0.325 3.612 0.04
C -8.359 -6.332 -5.044 -0.22
S -9.565 -5.128 -4.243 0.90
O -10.714 -6.041 -3.854 -0.51
C -8.601 -4.726 -2.687 -0.24
H -7.522 -5.774 -5.463 0.05
H -8.856 -7.050 -5.696 0.06
H -8.013 -7.031 -4.282 0.05
H -9.321 -4.245 -2.025 0.05
H -7.745 -4.081 -2.885 0.05
H -8.269 -5.598 -2.124 0.05
C -4.860 -8.957 2.040 -0.24
S -5.819 -10.353 1.264 0.90
O -4.999 -11.650 1.462 -0.51
C -7.307 -10.331 2.266 -0.26
H -3.898 -8.849 1.539 0.05
H -4.617 -9.035 3.100 0.06
H -5.477 -8.061 1.979 0.04
H -8.189 -10.300 1.627 0.05
H -7.425 -9.473 2.928 0.05
H -7.418 -11.175 2.946 0.07
C -1.326 3.801 6.625 -0.27
S -0.840 5.532 6.931 0.88
O -0.718 6.156 5.531 -0.59
C -2.474 6.069 7.700 -0.21
H -1.563 3.237 7.526 0.06
H -0.498 3.307 6.116 0.04
H -2.118 3.784 5.876 0.06
H -2.278 6.853 8.431 0.05
H -2.732 5.264 8.388 0.05
H -3.193 6.279 6.908 0.06
C 6.303 8.943 2.277 -0.25
S 5.775 7.972 0.837 0.86
O 4.256 7.877 0.919 -0.58
C 6.005 9.132 -0.527 -0.24
H 6.126 8.380 3.193 0.05
H 5.756 9.882 2.354 0.06
H 7.366 9.161 2.168 0.06
H 5.427 10.025 -0.289 0.07
H 5.422 8.557 -1.246 0.04
H 7.046 9.187 -0.843 0.07
```

Output
Kohn-Sham gap = 0.8 eV
net charge = +3
HOMO energy = -12.629 eV
E = -159142.6321 eV

2.
C37H47MoN2O3P3S2 | ωB97M-V/def2-TZVPD

The geometry in XYZ format:
```
95
Properties=species:S:1:pos:R:3:lowdin_charge:R:1
Mo 1.733 -0.160 -0.322 1.31
S 1.537 -1.549 1.681 0.47
P 0.276 -0.063 2.339 0.57
C 0.375 0.868 0.896 -0.72
P 0.624 2.525 0.510 0.61
S 1.462 2.007 -1.330 0.47
C 1.788 3.636 1.310 -0.36
C 2.038 4.827 0.616 -0.10
C 2.947 5.740 1.116 -0.05
C 3.614 5.472 2.306 -0.04
C 3.379 4.287 2.984 -0.04
C 2.472 3.364 2.488 -0.07
C -0.928 3.399 0.292 -0.34
C -1.897 2.776 -0.498 -0.11
C -3.130 3.372 -0.679 -0.05
C -3.408 4.587 -0.062 -0.04
C -2.453 5.203 0.731 -0.05
C -1.208 4.615 0.907 -0.06
C -1.355 -0.743 2.629 -0.36
C -1.526 -1.729 3.600 -0.07
C -2.791 -2.226 3.851 -0.05
C -3.884 -1.727 3.150 -0.05
C -3.714 -0.738 2.193 -0.06
C -2.446 -0.245 1.924 -0.09
C 0.804 0.679 3.877 -0.37
C 1.949 0.270 4.550 -0.09
C 2.313 0.913 5.725 -0.05
C 1.537 1.952 6.215 -0.04
C 0.386 2.353 5.544 -0.05
C 0.010 1.713 4.378 -0.08
H 1.530 5.040 -0.318 0.11
H 3.138 6.657 0.578 0.12
H 4.323 6.187 2.698 0.12
H 3.908 4.072 3.902 0.12
H 2.319 2.435 3.015 0.08
H -1.672 1.829 -0.977 0.07
H -3.877 2.897 -1.300 0.11
H -4.373 5.052 -0.202 0.12
H -2.673 6.144 1.214 0.12
H -0.473 5.099 1.536 0.11
H -0.677 -2.110 4.156 0.12
H -2.931 -2.995 4.597 0.12
H -4.873 -2.111 3.358 0.12
H -4.569 -0.349 1.657 0.11
H -2.301 0.522 1.173 0.08
H 2.566 -0.526 4.152 0.09
H 3.201 0.600 6.255 0.12
H 1.824 2.450 7.131 0.12
H -0.219 3.157 5.938 0.12
H -0.898 2.013 3.864 0.12
O 3.693 -0.386 -0.719 -0.20
N 4.113 -0.015 0.504 -0.53
O 4.972 -0.626 1.037 0.20
O 3.400 0.883 0.975 -0.10
C 2.638 -2.895 -3.189 -0.07
C 1.292 -2.462 -3.819 -0.60
C 0.806 -3.551 -4.783 -0.06
C 1.524 -1.177 -4.625 -0.07
P 0.019 -2.143 -2.492 1.09
N 0.799 -1.169 -1.384 -0.36
C -1.450 -1.138 -3.069 -0.59
C -2.499 -1.100 -1.948 -0.07
C -2.063 -1.712 -4.348 -0.05
C -1.051 0.323 -3.326 -0.09
C -0.467 -3.691 -1.555 -0.60
C 0.758 -4.594 -1.355 -0.06
C -0.994 -3.343 -0.156 -0.09
C -1.539 -4.478 -2.322 -0.06
H 3.447 -2.475 -3.783 0.10
H 2.753 -3.975 -3.197 0.08
H 2.786 -2.549 -2.169 0.05
H 1.610 -3.739 -5.495 0.11
H -0.074 -3.248 -5.353 0.08
H 0.595 -4.493 -4.284 0.07
H 2.367 -1.354 -5.291 0.10
H 1.776 -0.322 -3.994 0.08
H 0.670 -0.923 -5.250 0.07
H -2.990 -2.056 -1.786 0.07
H -3.270 -0.392 -2.252 0.10
H -2.074 -0.747 -1.005 0.07
H -2.366 -2.753 -4.260 0.08
H -1.391 -1.609 -5.201 0.07
H -2.956 -1.127 -4.573 0.11
H -0.505 0.758 -2.494 -0.01
H -1.976 0.889 -3.444 0.10
H -0.478 0.462 -4.237 0.08
H 1.547 -4.104 -0.784 0.09
H 1.171 -4.970 -2.287 0.07
H 0.427 -5.458 -0.778 0.10
H -0.276 -2.761 0.421 -0.01
H -1.147 -4.288 0.367 0.11
H -1.944 -2.821 -0.163 0.06
H -1.229 -4.754 -3.329 0.08
H -2.489 -3.952 -2.379 0.07
H -1.715 -5.403 -1.772 0.11
```

Output
Kohn-Sham gap = 6.1 eV
net charge = +2
HOMO energy = -13.864 eV
E = -99632.5358 eV

3.
C4H6AgCl3F3O2 | ωB97M-V/def2-TZVPD

The geometry in XYZ format:
```
19
Properties=species:S:1:pos:R:3:nbo_charge:R:1
Ag -2.095 2.038 1.202 0.88
C -0.540 -0.665 0.217 0.33
O -0.011 -1.103 -1.093 -0.60
O -1.744 -0.259 0.171 -0.87
C -0.302 -1.899 1.112 0.92
F -1.029 -2.991 0.817 -0.35
F 1.010 -2.335 1.049 -0.39
F -0.510 -1.629 2.396 -0.32
C 0.700 -0.115 -1.759 -0.06
C 2.179 -0.121 -1.408 -0.63
H 2.323 0.095 -0.348 0.22
H 2.600 -1.104 -1.643 0.18
H 2.757 0.600 -1.997 0.18
H 0.233 0.870 -1.639 0.20
H 0.622 -0.362 -2.832 0.13
H 0.225 0.068 0.576 0.09
Cl -0.960 4.087 -0.241 -0.96
Cl -0.566 2.265 3.629 -0.97
Cl -4.893 2.561 1.792 -0.97
```

Output
Kohn-Sham gap = 6.2 eV
net charge = -3
HOMO energy = 1.348 eV
E = -58059.1762 eV

4.
C28H20N7NaS | ωB97M-V/def2-TZVPD

The geometry in XYZ format:
```
57
Properties=species:S:1:pos:R:3:nbo_charge:R:1
Na -0.088 0.050 -0.032 0.85
C 4.505 0.263 -0.345 -0.21
C 4.877 0.139 0.986 -0.29
C 3.919 0.165 1.976 -0.14
C 2.555 0.260 1.651 -0.21
C 2.157 0.411 0.308 -0.41
C 3.165 0.433 -0.655 -0.29
C 1.523 0.175 2.683 0.25
C 1.844 0.172 4.071 -0.24
C 0.864 0.119 5.014 -0.14
C -0.485 0.045 4.605 -0.13
C -1.572 0.003 5.495 -0.16
C -2.856 -0.054 5.024 -0.23
C -3.093 -0.072 3.642 -0.21
C -2.056 -0.038 2.754 -0.23
C -0.722 0.026 3.203 0.25
N 0.264 0.090 2.293 -0.51
H 5.251 0.231 -1.130 0.20
H 5.923 0.032 1.246 0.20
H 4.256 0.096 3.003 0.18
H 2.892 0.568 -1.696 0.18
H 2.871 0.227 4.390 0.22
H 1.105 0.142 6.069 0.21
H -1.374 0.031 6.558 0.21
H -3.688 -0.086 5.712 0.21
H -4.113 -0.094 3.286 0.20
H -2.235 -0.048 1.689 0.20
N -4.478 0.666 -0.287 -0.34
C -3.584 -0.183 -0.827 0.19
N -2.414 0.389 -0.904 -0.50
C -2.627 1.645 -0.410 0.26
N -3.881 1.832 -0.019 -0.25
C -1.607 2.653 -0.318 0.09
C -1.927 3.984 -0.019 0.03
N -1.002 4.900 0.166 -0.37
C 0.267 4.508 0.020 0.00
C 0.589 3.218 -0.372 0.02
N -0.334 2.283 -0.530 -0.39
H -5.450 0.532 -0.059 0.43
H -3.824 -1.170 -1.167 0.21
H -2.958 4.300 0.055 0.21
H 1.025 5.254 0.211 0.21
H 1.607 2.909 -0.552 0.24
S -0.783 -5.063 -0.187 0.36
C -0.956 -3.330 -0.298 -0.10
N 0.095 -2.633 -0.097 -0.45
C 1.174 -3.426 0.175 0.16
C 2.467 -2.988 0.438 -0.21
C 3.446 -3.922 0.698 -0.20
C 3.160 -5.287 0.697 -0.20
C 1.885 -5.749 0.432 -0.23
C 0.898 -4.812 0.175 -0.23
H -1.911 -2.900 -0.530 0.20
H 2.670 -1.932 0.433 0.27
H 4.452 -3.589 0.903 0.22
H 3.948 -5.996 0.904 0.21
H 1.664 -6.806 0.424 0.22
```

Output
Kohn-Sham gap = 6.2 eV
HOMO energy = -6.253 eV
E = -55043.2504 eV

5.
C15H24F7LiN3O3P | ωB97M-V/def2-TZVPD

The geometry in XYZ format:
```
54
Properties=species:S:1:pos:R:3:lowdin_spin:R:1
Li -0.673 0.002 -0.117 0.00
P 0.168 2.391 1.535 0.00
F 0.024 3.088 2.991 0.02
F -1.126 1.442 1.659 0.00
F -0.751 3.583 0.776 0.00
F 0.475 1.562 0.176 0.00
F 1.583 3.105 1.328 0.01
F 0.999 1.250 2.327 0.08
C -4.918 3.466 0.229 0.00
C -4.802 3.548 -1.328 0.00
C -3.315 3.529 -1.740 0.00
C -2.608 2.257 -1.551 0.00
N -1.986 1.281 -1.381 0.00
H -4.730 2.549 0.787 0.00
H -5.977 3.535 0.478 0.00
H -4.411 4.279 0.749 0.00
H -5.254 4.443 -1.755 0.00
H -5.383 2.724 -1.743 0.00
H -2.807 4.366 -1.263 0.00
H -3.216 3.841 -2.780 0.00
C 4.501 -0.088 -0.499 0.00
C 3.890 -1.486 -0.891 0.00
C 3.137 -1.425 -2.182 0.00
C 1.799 -0.855 -2.078 0.00
N 0.742 -0.429 -1.992 0.00
H 5.005 0.391 -1.338 0.00
H 5.248 -0.312 0.263 0.00
H 3.704 0.541 -0.104 0.00
H 3.368 -1.988 -0.076 0.00
H 4.721 -2.166 -1.080 0.00
H 2.924 -2.453 -2.477 0.00
H 3.721 -1.041 -3.018 0.00
C 3.656 -0.566 3.329 0.01
C 3.005 -1.963 3.570 0.03
C 1.447 -1.876 3.606 0.04
C 0.805 -1.690 2.288 0.09
N 0.236 -1.534 1.283 0.20
H 3.025 0.247 3.690 0.00
H 3.942 -0.328 2.305 0.00
H 4.656 -0.475 3.754 0.00
H 3.399 -2.434 4.471 0.00
H 3.313 -2.555 2.708 0.00
H 1.155 -1.018 4.211 0.00
H 1.150 -2.860 3.968 0.02
C -2.015 -2.151 -2.948 0.01
C -2.592 -3.543 -2.881 0.00
O -3.138 -3.605 -1.525 0.02
C -2.637 -2.576 -0.808 0.03
O -2.836 -2.383 0.361 0.39
O -1.690 -1.953 -1.564 0.04
F -1.737 -4.525 -3.099 0.00
H -2.660 -1.364 -3.339 0.00
H -1.176 -2.105 -3.643 0.00
H -3.359 -3.672 -3.645 0.00
```

Output
Kohn-Sham gap (spin up / spin down) = 11.1 / 2.8 eV
net charge = +1
multiplicity = 2
HOMO energy (spin up / spin down) = -13.783 / -13.781 eV
E = -55069.3954 eV
⟨S²⟩ = 0.756